[1]
Formula: C24H20ClN2O7OsPS2
Source: the OMol25 dataset
Level of theory: wB97M-V/def2-TZVPD

The geometry in XYZ format:
```
58
Properties=species:S:1:pos:R:3:mulliken_spin:R:1
Os 0.5261 0.3318 -0.0795 2.278
O -3.4637 0.4500 0.2913 0.012
Cl -2.1668 0.2443 0.7915 0.019
O -2.0457 0.3258 2.1939 0.002
O -1.2535 1.3536 0.1494 0.035
O -1.5233 -0.9590 0.2550 0.069
O 1.0227 -0.8245 1.9440 0.076
S 2.2964 -1.2986 1.3577 -0.019
O 2.6400 -2.6653 1.4558 0.011
O 2.1996 -0.7772 -0.1152 0.040
C 3.5106 -0.2296 2.0190 0.020
C 4.7599 -0.7037 2.3660 0.006
C 5.6900 0.1950 2.8716 0.000
C 5.3644 1.5352 3.0097 0.002
C 4.1102 2.0060 2.6334 0.009
C 3.1625 1.1244 2.1346 -0.027
P 1.5390 1.7668 1.6112 0.190
C 0.5426 2.1124 3.0478 0.037
C 0.8646 1.5167 4.2662 0.018
C 0.0658 1.7524 5.3722 -0.004
C -1.0503 2.5685 5.2610 0.010
C -1.3821 3.1483 4.0425 -0.006
C -0.5949 2.9154 2.9296 0.014
C 1.9392 3.3011 0.7281 -0.034
C 1.7026 4.5789 1.2278 0.002
C 2.0756 5.6935 0.4851 0.000
C 2.6982 5.5386 -0.7440 0.008
C 2.9577 4.2647 -1.2384 0.020
C 2.5741 3.1511 -0.5100 0.073
H 4.9909 -1.7562 2.2578 0.000
H 6.6719 -0.1558 3.1600 0.000
H 6.0926 2.2262 3.4131 0.000
H 3.8740 3.0584 2.7351 0.002
H 1.7301 0.8719 4.3502 0.001
H 0.3131 1.2954 6.3209 0.000
H -1.6731 2.7467 6.1278 0.000
H -2.2618 3.7730 3.9595 0.000
H -0.8770 3.3328 1.9712 0.000
H 1.2501 4.7106 2.2006 0.000
H 1.8899 6.6843 0.8785 0.000
H 3.0022 6.4110 -1.3084 0.001
H 3.4871 4.1451 -2.1767 0.001
H 2.8081 2.1552 -0.8806 -0.036
N 1.1395 3.5421 -6.2230 0.033
C 1.4954 2.3324 -5.8942 -0.049
S 2.4475 1.4160 -6.9623 1.075
C 1.0847 1.7469 -4.5967 0.000
C 0.1286 2.3558 -3.7911 -0.015
C -0.2100 1.7740 -2.5885 0.069
N 0.3634 0.6356 -2.1495 0.014
C 1.2610 0.0189 -2.9509 0.075
C 1.6434 0.5468 -4.1622 -0.027
H 1.3870 3.9459 -7.1180 0.008
H 0.5868 4.1174 -5.6034 -0.006
H -0.4017 3.2540 -4.0781 0.000
H -0.9748 2.1948 -1.9503 0.002
H 1.6630 -0.9199 -2.5957 -0.002
H 2.3723 0.0052 -4.7537 -0.007
```

Calculated values
Net charge ... +2
2S+1 ... 5
E_LUMO (alpha / beta) ... -8.226 / -10.177 eV
E_HOMO (alpha / beta) ... -13.18 / -14.13 eV
E_tot ... -88448.890 eV


[2]
Formula: H3N3O2
Source: the OMol25 dataset
Level of theory: wB97M-V/def2-TZVPD

The geometry in XYZ format:
```
8
Properties=species:S:1:pos:R:3:nbo_charge:R:1
N -0.4321 -0.2903 0.0274 -0.695
N 0.6843 0.4103 -0.4066 -0.291
N 1.9842 -0.0438 -0.0943 0.620
O 2.0668 -1.2624 -0.1858 -0.404
O 2.7585 0.7718 0.3033 -0.361
H -1.2351 -0.4391 -0.6274 0.383
H -0.3723 -1.1476 0.7254 0.395
H 0.5179 1.7561 -0.1001 0.353
```

Calculated values
Net charge ... 0
E_LUMO (alpha / beta) ... 0.274 / 0.273 eV
E_HOMO (alpha / beta) ... -9.30 / -9.30 eV
E_tot ... -8607.488 eV


[3]
Formula: C2H2O3S
Source: the OMol25 dataset
Level of theory: wB97M-V/def2-TZVPD

The geometry in XYZ format:
```
8
Properties=species:S:1:pos:R:3:nbo_charge:R:1
O -2.0300 0.7070 -0.2555 -0.514
C -1.1003 -0.0632 -0.0473 0.687
O -1.2408 -1.4254 0.2279 -0.658
C 0.3336 0.4625 -0.0750 0.166
O 0.5394 1.6661 0.2907 -0.495
S 1.7047 -0.4267 -0.1012 0.159
H -2.1705 -1.3313 0.2500 0.497
H 1.3465 -1.8180 -0.0015 0.158
```

Calculated values
Structure (SMILES) ... O=C(O)C(=O)S
Net charge ... 0
E_LUMO ... -0.797 eV
E_HOMO ... -10.47 eV
E_tot ... -19082.838 eV